Formula: C6H9N3O2
Source: the Open Molecules 2025 dataset
Level of theory: ωB97M-V/def2-TZVPD

Each line ends with the Mulliken charge.
Positions of all 20 atoms, in Å:
C  -3.188  0.522  -0.224  -0.326
N  -2.355  -0.460  -0.148  -0.468
C  -1.024  -0.328  0.068  0.360
C  -0.033  -1.332  0.067  -0.001
N  -0.342  -2.800  0.274  -0.628
C  1.244  -0.769  0.080  0.312
O  2.479  -1.386  -0.055  -0.612
N  1.188  0.596  0.096  0.178
C  2.341  1.427  -0.080  -0.905
C  -0.072  1.055  0.091  0.079
O  -0.278  2.390  0.004  -0.502
H  -4.216  0.183  -0.364  0.251
H  -3.000  1.562  -0.203  0.089
H  -0.668  -2.820  1.252  0.303
H  -1.209  -3.094  -0.282  0.321
H  2.472  -2.220  -0.654  0.339
H  2.396  1.956  0.965  0.295
H  3.264  0.740  -0.350  0.302
H  2.095  2.191  -0.924  0.286
H  -1.094  2.588  0.387  0.325

Summary:
SMILES: C=Nc1c(N)c(O)n(C)c1O
ΔE to the lowest compared entry with this formula, charge and spin in eV: 4.602
HOMO-LUMO gap (alpha / beta) in eV: 7.26 / 7.26
Spin multiplicity: 1
HOMO (alpha / beta) in eV: -6.7193 / -6.7187
Charge: 0
Maximum force in eV Å⁻¹: 5.94